1.
C25H16F4N6O4Pb | the ωB97M-V functional and the def2-TZVPD basis

Element x y z (Å)
Pb -1.259 0.470 0.485
F -0.369 -4.448 -4.063
F 3.232 -1.488 -5.032
F 3.644 -1.151 -2.476
F 0.050 -4.127 -1.511
O 2.324 0.277 3.193
O -1.829 1.996 -1.197
O 0.587 1.718 -0.383
O -1.253 3.419 -2.821
N -0.909 -4.329 -7.028
N -1.242 -1.071 -1.171
N 0.524 -3.364 1.352
N 0.691 -0.045 1.500
N 3.877 -0.852 0.469
N 2.310 -1.763 -7.913
C 3.046 -1.502 0.016
C 1.072 -3.012 -6.023
C 1.167 -2.919 0.512
C -3.010 -2.441 -1.999
C -3.273 -2.971 -0.635
C 0.266 4.115 -0.137
C -1.918 -1.458 -2.178
C 1.801 -2.317 -7.046
C 1.510 0.117 2.356
C 2.434 -2.103 -4.169
C 1.480 3.155 -2.118
C -2.460 -1.357 -4.574
C 0.803 -3.447 -2.362
C -1.663 -0.933 -3.537
C -3.483 -2.272 -4.340
C -0.579 0.046 -3.756
C 1.824 -2.558 -1.833
C -3.765 -2.809 -3.077
C -0.026 -3.775 -6.547
C 1.997 -2.333 -0.503
C -1.025 2.784 -1.802
C 2.647 -1.931 -2.856
C 1.356 -2.920 -4.694
C 0.359 2.949 -1.111
C 0.589 -3.613 -3.675
H 1.172 1.857 0.374
H 1.723 2.216 -2.613
H -0.543 3.959 0.578
H 1.168 3.879 -2.866
H -4.578 -3.515 -2.967
H -2.301 -0.977 -5.575
H -0.036 -0.174 -4.678
H -2.356 -3.340 -0.178
H -1.029 1.038 -3.885
H -4.021 -3.760 -0.660
H 0.067 5.034 -0.688
H -4.089 -2.591 -5.180
H 0.094 0.092 -2.903
H -3.635 -2.165 0.009
H 2.383 3.515 -1.620
H 1.204 4.238 0.410

The spin multiplicity is 1. The relative energy (zero: lowest compared OMol25 entry of this formula, charge and spin) comes out at 429.14 kJ/mol. Its orbital gap (spin up / spin down) is 5.48 / 5.48 eV.

2.
C25H16N4PmS | the ωB97M-V functional and the def2-TZVPD basis

Element x y z (Å)
Pm 1.045 1.303 0.210
S 4.091 5.091 -0.226
N -0.253 -0.391 1.346
N 2.271 2.431 2.153
N 0.083 0.316 -1.681
N -5.588 -6.600 -2.327
C 3.049 3.476 1.781
C -0.757 -0.795 -1.751
C 2.208 2.111 3.457
C -1.113 -1.301 0.717
C -2.648 -4.957 -1.382
C -4.871 -5.745 -2.052
C 2.883 2.785 4.445
C 0.352 0.667 -2.963
C -0.417 -0.601 2.673
C -4.432 -3.360 -1.697
C -3.565 -2.332 -1.362
C 3.679 3.861 4.067
C -3.973 -4.675 -1.707
C -0.982 -1.105 -3.126
C -1.793 -2.057 1.723
C -0.284 -0.186 -3.875
C 3.104 3.789 0.355
C -2.242 -2.609 -1.031
C -1.308 -1.493 -0.664
C -1.789 -3.925 -1.045
C 3.761 4.203 2.735
C -1.350 -1.609 2.944
C 2.752 3.731 -1.911
C 3.620 4.777 -1.829
C 2.430 3.126 -0.656
H 4.007 5.384 -2.633
H 2.792 2.479 5.477
H -1.654 -1.955 3.919
H 4.379 5.034 2.424
H 4.230 4.421 4.812
H -2.525 -2.826 1.541
H -2.301 -5.982 -1.393
H 1.586 1.265 3.714
H -3.913 -1.306 -1.354
H -0.758 -4.137 -0.787
H 2.356 3.408 -2.865
H -5.463 -3.151 -1.950
H 0.131 -0.033 3.408
H -1.586 -1.920 -3.493
H -0.226 -0.123 -4.951
H 0.983 1.515 -3.189

As for the net charge: +1. The spin multiplicity is 5. The relative energy (zero: lowest compared OMol25 entry of this formula, charge and spin) comes out at 0.00 kJ/mol. Its orbital gap (spin up / spin down) is 6.82 / 6.85 eV. As for the expectation value of S²: 6.01.

3.
C25H17AsF6N6O2PdS | the ωB97M-V functional and the def2-TZVPD basis

Element x y z (Å)
Pd 0.101 -0.424 0.517
As 0.008 -0.414 3.650
S 0.210 -1.874 -1.317
F 0.195 -1.743 4.695
F -1.296 0.240 4.518
F -1.124 -1.341 2.678
F -0.181 0.892 2.407
F 1.198 0.527 4.410
F 1.267 -1.104 2.594
O -0.793 -8.324 -0.223
O -0.101 -7.877 1.827
N -1.984 0.038 0.239
N -0.137 8.673 0.316
N 4.747 1.116 -0.196
N 2.203 0.170 0.278
N -4.575 0.863 -0.192
N 0.071 1.653 -0.350
C -0.152 -5.030 1.105
C -3.551 1.688 -0.376
C -1.251 7.951 0.229
C 3.261 -0.603 0.469
C 0.065 -3.455 -0.712
C -2.999 -0.793 0.424
C -0.054 5.883 0.025
C -0.139 -5.808 -1.195
C 0.008 -4.522 -1.646
C -1.182 3.634 -0.130
C 1.109 6.642 0.099
C -0.213 -6.075 0.179
C -2.236 1.311 -0.146
C 1.194 2.324 -0.237
C -0.014 -3.730 0.676
C -1.090 2.258 -0.244
C 4.542 -0.115 0.249
C 2.390 1.444 -0.137
C -0.009 4.398 -0.098
C 3.681 1.883 -0.392
C 1.018 8.018 0.245
C 1.206 3.703 -0.122
C -1.260 6.572 0.082
C -4.304 -0.367 0.222
C -0.396 -7.524 0.569
H -3.788 2.682 -0.733
H 2.146 4.218 0.004
H 3.086 -1.611 0.818
H -0.203 -6.639 -1.884
H 1.917 8.620 0.307
H 0.257 -7.152 2.354
H -5.140 -1.032 0.393
H -2.771 -1.796 0.755
H -2.184 8.500 0.281
H 0.042 -2.922 1.394
H 0.078 -4.314 -2.706
H -2.215 6.073 0.012
H -0.233 -5.206 2.171
H -2.149 4.096 -0.012
H 2.092 6.196 0.046
H 3.863 2.878 -0.781
H 5.412 -0.732 0.433

As for the net charge: +1. The spin multiplicity is 2. The relative energy (zero: lowest compared OMol25 entry of this formula, charge and spin) comes out at 159.31 kJ/mol. Its orbital gap (spin up / spin down) is 7.04 / 5.65 eV. As for the expectation value of S²: 0.78.

4.
C25H17AuBF12N3OSe | the ωB97M-V functional and the def2-TZVPD basis

Element x y z (Å)
Au 1.408 0.852 -0.285
Se -0.309 0.287 -2.639
F 4.615 1.903 2.521
F -3.467 3.535 -5.687
F -0.842 -8.275 -0.840
F -5.770 1.421 -2.132
F 5.599 -0.089 2.138
F -5.812 2.792 -4.499
F 3.705 0.019 3.406
F 3.606 0.411 1.174
F -3.385 0.753 -0.991
F -1.089 2.832 -4.545
F -1.545 -8.014 1.175
F -2.828 -7.538 -0.483
O -0.041 1.379 1.604
N 3.171 3.160 0.381
N -0.408 0.295 2.170
N 2.051 2.816 -0.256
C 0.023 -1.494 3.661
C -0.679 -4.013 -1.273
C -3.437 2.813 -4.547
C -1.597 -0.257 1.850
C -2.240 2.473 -3.937
C -2.179 1.809 -2.722
C -1.186 -5.292 -1.221
C -1.208 -2.066 3.362
C -1.556 -7.446 -0.043
C 0.186 3.920 -1.399
C -0.022 -3.466 -0.167
C 0.402 -0.318 3.058
C 2.290 5.026 -0.324
C -4.635 2.448 -3.939
C 0.454 -2.139 -0.219
C -2.018 -1.425 2.436
C 0.150 -4.244 0.981
C 1.486 3.938 -0.689
C -0.349 -5.527 1.034
C -3.387 1.422 -2.167
C -4.608 1.746 -2.739
C 4.546 5.089 1.024
C 3.359 4.486 0.370
C 0.870 -0.999 -0.271
C -1.031 -6.047 -0.062
B 4.402 0.537 2.336
H 5.456 4.665 0.602
H 0.233 3.283 -2.282
H 0.690 -3.832 1.818
H 4.556 6.167 0.890
H 0.698 -1.960 4.361
H -2.976 -1.834 2.152
H -0.216 -6.132 1.917
H 1.355 0.155 3.244
H -0.576 3.508 -0.737
H 2.108 6.058 -0.545
H -1.704 -5.712 -2.070
H -2.177 0.273 1.112
H -1.525 -2.982 3.831
H -0.778 -3.418 -2.167
H 4.531 4.850 2.086
H 3.722 2.470 0.876
H -0.092 4.927 -1.695

As for the net charge: -1. The spin multiplicity is 2. Its orbital gap (spin up / spin down) is 6.72 / 6.29 eV. As for the expectation value of S²: 0.76.

Look up the spin multiplicity of the fourth one. 2

spin multiplicity of number 1 (C25H16F4N6O4Pb)? 1

spin multiplicity of number 2 (C25H16N4PmS)? 5

Which formula does entry 2 have? C25H16N4PmS